Record 1
20
Properties=species:S:1:pos:R:3 method="wB97M-V/def2-TZVPD" largest_force_ha_per_bohr=0.0680 orbital_gap_ev=9.1 homo_energy_ev=-8.1969 total_charge=0 e_above_lowest_kj_mol=0.0 spin_multiplicity=1 smiles="C1=COCCC1.C[SeH]"
C 1.273 -0.824 -0.972
C 0.441 -1.018 0.068
O -0.780 -0.521 0.199
C -1.438 0.163 -0.807
C -0.844 -0.365 -2.161
C 0.674 -0.126 -2.206
H 2.314 -1.192 -0.990
H 0.619 -1.741 0.809
H -1.367 1.293 -0.593
H -2.479 -0.058 -0.638
H -1.200 0.078 -3.003
H -0.899 -1.408 -2.178
H 1.153 -0.533 -3.073
H 1.019 0.941 -2.187
C -0.266 0.840 3.210
Se 1.288 1.787 2.371
H -1.105 1.396 2.813
H -0.333 -0.195 2.720
H -0.177 0.870 4.277
H 2.106 0.613 2.342

=====

Record 2
114
Properties=species:S:1:pos:R:3 method="wB97M-V/def2-TZVPD" largest_force_ha_per_bohr=0.1626 orbital_gap_ev=7.5 homo_energy_ev=-10.8377 total_charge=+1 spin_multiplicity=1
C -2.175 0.534 6.436
C -3.576 -0.343 6.211
O -3.203 -1.621 5.585
C -3.909 -1.853 4.315
C -3.532 -3.421 3.871
C -3.145 -3.573 2.286
C -1.925 -2.521 1.831
C -0.430 -3.147 2.147
C 0.199 -4.050 0.931
O 1.101 -5.025 1.223
N -0.171 -3.933 -0.548
C -1.123 -5.126 -0.766
C 1.055 -4.051 -1.440
C -2.104 -1.199 2.787
C -1.525 0.205 2.089
C -2.259 0.499 0.652
C -1.866 1.954 -0.028
S -0.263 2.616 0.678
C 1.148 2.538 -0.551
S 1.336 3.904 -1.602
N 2.139 1.411 -0.726
C 3.357 1.548 0.160
C 3.099 2.302 1.592
C 1.502 0.042 -0.651
C 0.467 -0.214 -1.940
N -3.540 -0.909 3.193
H -2.339 1.695 6.316
H -1.766 0.292 7.518
H -1.347 0.146 5.671
H -4.094 -0.503 7.256
H -4.271 0.314 5.523
H -5.073 -1.769 4.521
H -4.429 -4.112 4.170
H -2.594 -3.782 4.507
H -4.049 -3.349 1.561
H -2.716 -4.661 2.108
H -2.003 -2.318 0.681
H 0.377 -2.331 2.417
H -0.545 -3.876 3.083
H -0.536 -6.112 -1.033
H -2.007 -4.880 -1.493
H -1.599 -5.323 0.310
H 2.029 -3.715 -0.838
H 0.996 -3.298 -2.363
H 1.199 -5.128 -1.912
H -1.388 -1.374 3.727
H -0.364 0.069 2.039
H -1.714 1.123 2.828
H -2.086 -0.314 -0.172
H -3.430 0.537 0.881
H -1.920 1.934 -1.199
H -2.722 2.708 0.327
H 3.716 0.444 0.423
H 4.272 2.076 -0.350
H 2.138 1.788 2.073
H 3.961 2.184 2.379
H 2.822 3.448 1.500
H 2.381 -0.746 -0.823
H 1.018 -0.228 0.380
H 0.050 -1.313 -1.840
H -0.405 0.576 -1.983
H 1.039 -0.109 -2.982
H -3.579 0.119 3.460
H -4.198 -0.990 2.360
C -4.170 -4.890 -4.271
C -4.041 -5.245 -5.717
O -2.659 -5.079 -5.971
C -2.017 -5.209 -4.774
O -0.807 -5.291 -4.646
O -2.905 -5.236 -3.738
H -4.967 -5.450 -3.774
H -4.337 -3.819 -4.117
H -4.315 -6.286 -5.918
H -4.635 -4.591 -6.361
C -0.541 6.792 0.724
C 0.359 7.320 -0.346
O -0.470 8.220 -1.055
C -1.459 8.609 -0.197
O -2.251 9.509 -0.421
O -1.444 7.860 0.944
H 0.001 6.548 1.641
H -1.106 5.913 0.399
H 1.214 7.871 0.060
H 0.728 6.530 -1.007
C 1.927 3.829 -5.808
C 2.941 4.815 -5.327
O 3.293 5.520 -6.503
C 2.245 5.395 -7.369
O 2.136 6.017 -8.412
O 1.335 4.484 -6.914
H 1.176 3.599 -5.047
H 2.382 2.895 -6.152
H 2.526 5.523 -4.602
H 3.818 4.330 -4.889
C 6.475 0.924 -7.099
C 6.066 1.332 -5.721
O 4.654 1.244 -5.762
C 4.340 0.365 -6.758
O 3.221 -0.077 -6.960
O 5.441 0.045 -7.499
H 7.443 0.416 -7.112
H 6.508 1.771 -7.793
H 6.441 0.647 -4.953
H 6.384 2.349 -5.476
C 0.908 -2.340 7.888
C 1.923 -1.354 8.369
O 2.275 -0.650 7.193
C 1.227 -0.774 6.327
O 1.118 -0.152 5.283
O 0.317 -1.685 6.782
H 0.157 -2.570 8.649
H 1.363 -3.274 7.543
H 1.508 -0.647 9.094
H 2.799 -1.839 8.807

=====

Record 3
80
Properties=species:S:1:pos:R:3 method="wB97M-V/def2-TZVPD" largest_force_ha_per_bohr=0.0723 orbital_gap_ev="7.1 / 7.0" homo_energy_ev="-9.6984 / -9.7098" total_charge=+1 e_above_lowest_kj_mol=115.1 spin_multiplicity=4
V -0.292 0.394 0.174
C -0.917 2.190 2.582
P -0.580 0.368 2.462
C -2.136 -0.531 2.744
C -3.162 -0.068 3.558
C -4.310 -0.827 3.707
C -4.432 -2.046 3.059
C -3.404 -2.520 2.258
C -2.257 -1.764 2.101
C 0.308 -0.019 4.005
C 0.167 -1.280 4.577
C 0.800 -1.569 5.771
C 1.575 -0.604 6.396
C 1.747 0.638 5.809
C 1.124 0.936 4.609
C 0.153 2.789 1.711
C 0.916 3.935 1.713
C 1.786 3.851 0.593
C 1.517 2.658 -0.038
C 2.082 1.870 -1.187
P 1.885 0.125 -0.550
C 2.297 -1.052 -1.876
C 2.406 -2.378 -1.452
C 2.776 -3.367 -2.341
C 3.021 -3.043 -3.669
C 2.862 -1.739 -4.106
C 2.500 -0.739 -3.216
C 3.392 0.096 0.464
C 4.646 -0.004 -0.135
C 5.782 0.188 0.629
C 5.672 0.474 1.980
C 4.425 0.540 2.581
C 3.283 0.348 1.824
N 0.530 2.025 0.649
H -0.908 2.572 3.606
H -1.908 2.368 2.141
H -3.051 0.871 4.085
H -5.111 -0.478 4.343
H -5.329 -2.630 3.185
H -3.503 -3.475 1.762
H -1.427 -2.130 1.493
H -0.446 -2.026 4.091
H 0.691 -2.546 6.218
H 2.043 -0.824 7.344
H 2.369 1.377 6.291
H 1.272 1.899 4.138
H 0.860 4.753 2.405
H 2.510 4.588 0.311
H 3.129 2.114 -1.392
H 1.491 2.015 -2.105
H 2.212 -2.606 -0.406
H 2.881 -4.385 -2.001
H 3.330 -3.813 -4.360
H 3.030 -1.492 -5.144
H 2.389 0.281 -3.562
H 4.728 -0.223 -1.191
H 6.755 0.128 0.166
H 6.562 0.655 2.564
H 4.342 0.751 3.636
H 2.295 0.398 2.268
C -8.313 0.090 0.890
C -6.884 -0.064 0.481
C -6.031 1.034 0.487
C -4.712 0.897 0.108
C -4.231 -0.340 -0.275
C -5.050 -1.456 -0.275
C -6.375 -1.303 0.092
S -2.470 -0.412 -0.662
C -2.563 -0.569 -2.480
O -2.057 1.001 -0.450
H -8.618 1.132 0.841
H -8.452 -0.252 1.917
H -8.964 -0.501 0.248
H -6.400 2.007 0.772
H -4.052 1.752 0.095
H -4.668 -2.422 -0.573
H -7.023 -2.166 0.066
H -3.225 0.193 -2.881
H -2.917 -1.568 -2.720
H -1.547 -0.434 -2.857

=====

Record 4
20
Properties=species:S:1:pos:R:3 method="wB97M-V/def2-TZVPD" largest_force_ha_per_bohr=0.1021 orbital_gap_ev=8.6 homo_energy_ev=-8.1676 total_charge=0 e_above_lowest_kj_mol=311.6 spin_multiplicity=1 smiles="C=C/C=C(/C)O.O.O"
C 0.498 -0.729 -2.349
C 0.638 -0.770 -0.981
C -0.256 -0.023 -0.186
C 0.001 -0.114 1.184
C -0.515 0.800 2.191
O 0.818 -1.090 1.612
H 1.307 -1.224 -2.969
H -0.371 -0.513 -2.977
H 1.646 -0.996 -0.504
H -0.851 0.639 -0.709
H -1.161 0.377 2.991
H -1.182 1.651 1.948
H 0.316 1.489 2.651
H 1.002 -1.239 2.503
O 1.566 2.985 -1.198
H 1.709 2.064 -1.425
H 0.604 2.982 -1.276
O -2.220 -2.269 -0.299
H -1.534 -2.707 0.175
H -2.013 -1.315 -0.380

=====

| no. | E_tot (Eh) |
| --- | --- |
| 1 | -2712.40188 |
| 2 | -3569.45207 |
| 3 | -3624.30443 |
| 4 | -423.33515 |